(1)
20
Properties=species:S:1:pos:R:3 method="wB97M-V/def2-TZVPD" total_energy_ha=-382.39545 relative_energy_kj_mol=281.1 smiles="CC/C(N)=C/N.C=O" e_homo_ev=-7.594 orbital_gap_ev=8.306
C 2.317 4.452 -2.769
O 2.220 5.112 -3.766
C -0.600 -3.483 -0.368
C -1.590 -2.720 0.574
C -1.015 -1.447 1.104
C -0.663 -1.306 2.382
N -0.109 -0.139 2.921
N -0.646 -0.411 0.193
H 1.555 4.602 -1.982
H 3.092 3.679 -2.644
H 0.446 -3.308 -0.141
H -0.765 -2.892 -1.289
H -2.468 -2.425 -0.004
H -1.890 -3.436 1.338
H -0.994 -1.988 3.152
H 0.597 -0.278 3.627
H 0.265 0.515 2.247
H -0.772 -0.669 -0.782
H -0.962 -4.446 -0.717
H -1.317 0.360 0.263

(2)
121
Properties=species:S:1:pos:R:3 method="wB97M-V/def2-TZVPD" charge=-7 total_energy_ha=-14626.91601 relative_energy_kj_mol=406.7 e_homo_ev=3.099 orbital_gap_ev=5.778
Li 0.984 1.613 2.212
C -4.356 4.385 -2.594
F -4.564 3.920 -1.372
F -3.609 5.472 -2.585
F -3.685 3.507 -3.346
S -6.017 4.771 -3.454
O -5.731 5.291 -4.771
O -6.759 3.561 -3.235
N -6.488 6.127 -2.461
S -8.016 6.091 -2.522
O -8.569 5.970 -3.899
O -8.510 5.134 -1.507
C -8.500 7.871 -2.005
F -9.855 7.968 -2.099
F -8.207 7.964 -0.731
F -7.882 8.787 -2.740
C -4.168 -4.654 -5.462
F -2.863 -4.414 -5.482
F -4.706 -4.143 -6.573
F -4.425 -5.953 -5.395
S -4.863 -3.830 -3.878
O -5.197 -2.457 -4.157
O -5.990 -4.672 -3.501
N -3.622 -4.255 -2.773
S -3.772 -3.258 -1.522
O -3.346 -1.920 -1.868
O -5.034 -3.408 -0.805
C -2.411 -3.907 -0.385
F -2.198 -3.071 0.672
F -2.838 -5.115 0.038
F -1.242 -3.985 -0.953
C 4.856 -1.212 -4.246
F 3.902 -0.480 -4.775
F 6.007 -0.549 -4.236
F 4.560 -1.548 -2.986
S 5.122 -2.837 -5.262
O 5.977 -3.636 -4.399
O 3.835 -3.418 -5.534
N 5.907 -2.256 -6.618
S 6.090 -3.416 -7.717
O 6.283 -4.787 -7.240
O 5.198 -3.222 -8.837
C 7.820 -2.937 -8.264
F 8.361 -3.903 -9.034
F 7.912 -1.736 -8.886
F 8.652 -2.674 -7.216
C 2.691 -6.308 -0.610
F 3.060 -7.394 -1.317
F 3.635 -6.075 0.326
F 2.663 -5.348 -1.510
S 0.960 -6.339 0.167
O 0.914 -5.201 1.011
O 0.075 -6.410 -0.975
N 0.991 -7.702 1.137
S -0.305 -8.457 0.901
O -1.468 -7.788 1.442
O -0.553 -8.937 -0.441
C -0.039 -10.129 1.854
F 0.326 -9.837 3.120
F -1.223 -10.765 2.032
F 0.815 -10.948 1.259
C 5.466 -0.351 4.828
F 4.623 0.570 5.333
F 4.816 -1.023 3.924
F 6.546 0.270 4.300
S 6.050 -1.428 6.249
O 7.093 -2.210 5.621
O 6.486 -0.513 7.271
N 4.649 -2.268 6.768
S 5.067 -3.795 6.851
O 6.426 -3.920 7.365
O 4.052 -4.677 7.357
C 5.028 -4.459 4.954
F 5.741 -5.599 4.870
F 3.770 -4.636 4.601
F 5.557 -3.593 4.096
C -5.291 9.845 0.466
F -6.167 10.664 1.060
F -5.866 9.252 -0.554
F -4.205 10.511 0.072
S -4.731 8.518 1.829
O -4.267 9.213 3.020
O -5.912 7.672 1.995
N -3.414 8.041 0.900
S -3.151 6.645 1.480
O -3.117 6.397 2.940
O -3.971 5.694 0.691
C -1.324 6.385 0.898
F -0.696 5.838 1.935
F -1.312 5.556 -0.134
F -0.746 7.558 0.618
C 2.812 -0.290 -0.043
F 3.490 -1.286 -0.625
F 3.339 0.008 1.162
F 2.916 0.838 -0.723
S 0.935 -0.786 0.204
O 0.603 -1.290 -1.121
O 0.989 -1.857 1.169
N 0.124 0.662 0.742
S -1.265 0.529 0.072
O -1.294 0.789 -1.345
O -2.034 -0.608 0.494
C -2.101 1.989 0.994
F -2.242 1.661 2.281
F -1.311 3.096 0.977
F -3.269 2.338 0.513
C 0.423 0.554 5.029
F -0.563 0.645 4.147
F -0.075 0.144 6.209
F 1.346 -0.316 4.692
S 1.233 2.287 5.347
O 0.203 3.106 5.949
O 2.448 1.967 6.072
N 1.594 2.517 3.683
S 2.223 3.913 3.754
O 1.304 4.962 4.056
O 3.491 3.989 4.442
C 2.637 4.196 1.860
F 2.836 5.514 1.690
F 3.799 3.608 1.622
F 1.624 3.826 1.100

(3)
16
Properties=species:S:1:pos:R:3 method="wB97M-V/def2-TZVPD" multiplicity=4 s2=3.76 total_energy_ha=-383.32187 relative_energy_kj_mol=0.0 e_homo_ev="-7.267 / -10.337" orbital_gap_ev="8.227 / 9.859"
O 0.613 0.566 2.790
O 1.833 0.787 2.913
C -1.712 -0.282 -0.171
C -0.278 -0.292 -0.391
C 0.477 -1.495 -0.111
C 0.389 0.884 -1.000
O 0.825 1.737 0.062
H -2.154 0.658 -0.506
H -2.190 -1.096 -0.741
H -1.989 -0.390 0.887
H 1.522 -1.377 -0.407
H 0.491 -1.768 0.953
H 0.061 -2.342 -0.684
H 1.222 0.511 -1.618
H -0.345 1.365 -1.668
H 1.234 2.534 -0.308